ORCA calculation (ωB97M-V with the def2-TZVPD basis set) on 11 unconnected molecules or ions with the total composition C45H84F3N4O11 in a non-equilibrium geometry.

The HOMO-LUMO gap is 6.75 eV. Its charge is +1. As for the HOMO energy: -10.429 eV.

Positions of all 147 atoms, in Å:
C (0.10618, 2.47457, 3.16905)
C (0.87002, 2.03770, 1.90052)
C (0.96162, 2.86213, 0.61527)
N (1.47814, 0.84150, 1.92146)
N (0.69078, -0.14277, 1.38905)
C (-0.03843, -0.93717, 2.19491)
C (-0.89212, -2.04134, 1.82736)
N (-1.64122, -2.82290, 2.72629)
C (-0.94324, -2.26028, 0.36597)
C (-1.81985, -3.35976, -0.24479)
C (-3.28650, -2.74026, -0.40455)
O (-3.18304, -1.30886, -0.17279)
C (-4.33760, -0.85416, 0.53510)
C (-4.37605, 0.70073, 0.61402)
F (-3.11423, 1.19477, 0.37479)
F (-4.78709, 1.12287, 1.83816)
F (-5.15220, 1.25507, -0.36213)
C (-0.11872, -1.30284, -0.35461)
C (-0.15325, -1.43044, -1.92428)
C (1.14855, -0.86899, -2.62167)
C (1.59023, -1.96312, -3.70346)
C (0.75835, 0.42277, -3.43299)
N (0.65043, -0.30759, 0.08587)
H (-0.97947, 2.28120, 2.95756)
H (0.31701, 3.55327, 3.36022)
H (0.41585, 1.86519, 4.05209)
H (2.02247, 2.97244, 0.27374)
H (0.48551, 3.85188, 0.78352)
H (0.44127, 2.32196, -0.22368)
H (0.02992, -0.70738, 3.28190)
H (-1.64112, -2.43349, 3.66632)
H (-1.35943, -3.80476, 2.70446)
H (-1.91219, -4.18229, 0.50092)
H (-1.51420, -3.70318, -1.25214)
H (-3.69857, -2.87619, -1.43079)
H (-3.97575, -3.12282, 0.39248)
H (-5.23907, -1.29223, 0.03456)
H (-4.34198, -1.25525, 1.58613)
H (-1.02997, -0.82116, -2.24703)
H (-0.24960, -2.50241, -2.21029)
H (2.02415, -0.75085, -1.94987)
H (2.29460, -2.67417, -3.19578)
H (2.18063, -1.45284, -4.49628)
H (0.69119, -2.47598, -4.10980)
H (1.61198, 1.09202, -3.67906)
H (-0.08912, 0.96594, -2.94176)
H (0.33996, 0.06683, -4.41432)
C (4.77272, 1.24418, 0.40345)
C (5.74588, 2.38702, 0.33011)
O (6.07524, 2.86709, -0.73640)
C (6.29599, 2.91325, 1.63111)
H (4.46140, 0.97030, -0.60473)
H (5.24732, 0.38062, 0.86878)
H (3.88992, 1.54370, 0.97344)
H (6.83853, 2.12209, 2.15214)
H (5.48200, 3.28431, 2.25655)
H (6.98367, 3.73460, 1.42866)
C (-1.51096, -8.42898, 0.39664)
C (-2.13660, -7.33530, 1.22243)
O (-1.45945, -6.60100, 1.91519)
C (-3.63428, -7.18652, 1.15636)
H (-0.43083, -8.41864, 0.54168)
H (-1.89705, -9.40003, 0.71104)
H (-1.72412, -8.26485, -0.66121)
H (-4.11425, -8.10235, 1.50504)
H (-3.94116, -6.96744, 0.13095)
H (-3.94576, -6.36410, 1.79837)
C (-5.57382, 4.80317, -1.38978)
C (-5.23215, 5.43116, -2.71716)
O (-4.84257, 6.57651, -2.79083)
C (-5.39585, 4.57521, -3.94454)
H (-5.41081, 5.52973, -0.59346)
H (-6.62304, 4.50180, -1.38090)
H (-4.93200, 3.93760, -1.21189)
H (-6.43956, 4.26529, -4.04097)
H (-4.74702, 3.69841, -3.87761)
H (-5.11585, 5.15155, -4.82668)
C (-6.32005, -7.49910, 4.97114)
C (-5.35645, -6.34655, 4.85277)
O (-5.03687, -5.89961, 3.77057)
C (-4.80576, -5.77155, 6.13095)
H (-6.63478, -7.81123, 3.97545)
H (-5.83328, -8.34192, 5.46530)
H (-7.20113, -7.19105, 5.53667)
H (-4.25189, -6.53657, 6.67465)
H (-5.62132, -5.38722, 6.74705)
H (-4.12793, -4.95176, 5.89611)
C (-3.14084, -7.56599, 9.20505)
C (-2.18421, -6.40730, 9.07461)
O (-1.87371, -5.96057, 7.99039)
C (-1.62847, -5.82661, 10.34911)
H (-3.46105, -7.88489, 8.21382)
H (-2.64535, -8.40372, 9.69850)
H (-4.01958, -7.26112, 9.77639)
H (-1.06744, -6.58923, 10.89210)
H (-2.44120, -5.44589, 10.97039)
H (-0.95679, -5.00327, 10.10789)
C (1.74262, 6.54424, -2.76005)
C (0.65582, 5.56636, -2.40190)
O (0.91238, 4.52813, -1.82385)
C (-0.75585, 5.92402, -2.78719)
H (2.70222, 6.15519, -2.42108)
H (1.78040, 6.67746, -3.84276)
H (1.55901, 7.50166, -2.26952)
H (-0.82999, 6.03175, -3.87059)
H (-1.05175, 6.85334, -2.29765)
H (-1.43077, 5.12995, -2.46747)
C (10.24420, 4.32207, -1.89105)
C (9.62815, 5.39849, -1.03212)
O (10.30929, 6.10062, -0.31812)
C (8.13219, 5.56171, -1.10029)
H (11.32399, 4.31600, -1.74331)
H (9.84536, 3.34589, -1.60714)
H (10.03528, 4.52078, -2.94389)
H (7.64256, 4.63906, -0.78142)
H (7.83084, 5.81466, -2.11898)
H (7.82674, 6.36904, -0.43419)
C (-8.99494, 1.76032, -2.07629)
C (-8.66270, 2.38099, -3.40903)
O (-8.27174, 3.52574, -3.49116)
C (-8.83578, 1.52204, -4.63478)
H (-8.82456, 2.49022, -1.28502)
H (-10.04416, 1.46055, -2.05653)
H (-8.35402, 0.89447, -1.89891)
H (-9.87802, 1.21181, -4.72770)
H (-8.18808, 0.64568, -4.56979)
H (-8.56118, 2.09568, -5.51965)
C (4.66063, 4.15058, -3.71091)
C (5.02207, 4.83542, -5.00404)
O (5.34743, 6.00175, -5.02939)
C (4.96213, 4.00971, -6.26479)
H (4.74781, 4.86146, -2.88972)
H (3.63001, 3.79089, -3.75621)
H (5.34225, 3.31830, -3.52564)
H (3.94589, 3.64292, -6.42185)
H (5.65676, 3.17063, -6.19382)
H (5.24635, 4.62851, -7.11552)
C (8.31137, -2.01701, -1.85202)
C (7.75898, -0.85327, -1.07051)
O (6.76757, -0.97368, -0.37940)
C (8.48887, 0.46023, -1.18408)
H (7.69090, -2.89594, -1.67855)
H (8.30277, -1.78660, -2.91891)
H (9.32901, -2.23590, -1.52414)
H (8.48759, 0.79810, -2.22201)
H (9.51469, 0.34707, -0.82754)
H (7.98705, 1.20834, -0.57384)

Results of the Mulliken charge analysis, in e, for atoms 1 through 5:
1 C -1.28
2 C 0.90
3 C -0.68
4 N -1.07
5 N 0.69